No. 1
Entry from OMol25: C3H5BrO2 in the gas phase (ωB97M-V with the def2-TZVPD basis set).

Cartesian coordinates (Å):
C (1.287, -0.686, -0.182)
C (-0.726, 0.862, -0.351)
C (0.041, -0.087, 0.543)
O (1.511, -1.689, -0.716)
O (-0.783, -1.249, 0.983)
Br (2.777, 0.648, -0.045)
H (-1.035, 0.450, -1.319)
H (-0.343, 1.937, -0.678)
H (-1.741, 1.159, -0.031)
H (0.353, 0.279, 1.492)
H (-1.341, -1.624, 0.305)

Results
Multiplicity = 3
<S²> = 2.0118
Total charge = 0
LUMO level (alpha / beta) = 0.701 / -3.784 eV
Energy above the lowest of the compared OMol25 structures with the same formula, charge and spin = 0.00 kJ/mol

=====

No. 2
Entry from OMol25: a molecular structure, C3H5CdO3 (ωB97M-V with the def2-TZVPD basis set).

Cartesian coordinates (Å):
H (1.888, -0.995, 2.405)
C (-1.228, -1.673, -0.225)
C (-1.408, -0.363, -0.261)
O (-0.285, 0.477, -0.342)
C (-0.307, 1.556, -1.108)
O (0.882, 2.084, -0.839)
H (-2.100, -2.311, -0.089)
H (-2.351, 0.180, -0.234)
H (1.086, 2.880, -1.351)
Cd (1.686, 0.719, 0.575)
O (2.383, -0.422, 1.810)
H (-0.245, -2.131, -0.341)

Results
Total charge = +1
LUMO level = -4.684 eV
Energy above the lowest of the compared OMol25 structures with the same formula, charge and spin = 342.22 kJ/mol

=====

No. 3
Entry from OMol25: 2 unconnected molecules or ions with the total composition C3H5Cl2N (ωB97M-V with the def2-TZVPD basis set).

Cartesian coordinates (Å):
C (-1.749, 0.722, 1.111)
C (-1.334, 0.459, -0.100)
C (1.885, 0.111, -0.895)
N (1.414, -1.035, -0.632)
Cl (-1.674, -0.926, -1.000)
Cl (3.328, 0.539, -0.038)
H (-1.413, 1.729, 1.567)
H (-2.203, 0.048, 1.875)
H (-0.811, 1.291, -0.649)
H (0.770, -1.350, -1.314)
H (1.787, -1.588, 0.076)

Results
Multiplicity = 3
<S²> = 2.0055
Total charge = 0
LUMO level (alpha / beta) = 0.898 / -1.232 eV
Energy above the lowest of the compared OMol25 structures with the same formula, charge and spin = 38.08 kJ/mol

=====

No. 4
Entry from OMol25: a molecular structure, C3H5Cl2N2O (ωB97M-V with the def2-TZVPD basis set).

Cartesian coordinates (Å):
C (0.001, -0.547, 0.889)
C (-0.391, -0.888, -0.555)
C (-0.243, 0.916, 0.985)
N (-0.217, 0.229, -1.378)
N (-0.374, 1.538, -0.111)
O (-0.573, 2.669, -0.485)
Cl (-2.143, -1.361, -0.589)
Cl (2.713, -0.651, -0.796)
H (-0.551, -1.123, 1.630)
H (1.077, -0.753, 0.970)
H (0.157, -1.758, -0.920)
H (-0.249, 1.437, 1.928)
H (0.792, 0.292, -1.568)

Results
Total charge = -1
LUMO level = 3.417 eV
Energy above the lowest of the compared OMol25 structures with the same formula, charge and spin = 9.92 kJ/mol

=====

No. 5
Entry from OMol25: C3H5Cl3NOP in the gas phase (ωB97M-V with the def2-TZVPD basis set).

Cartesian coordinates (Å):
C (1.149, 1.198, 0.751)
N (0.524, 0.135, -0.055)
C (0.945, -0.323, -1.228)
O (0.386, -1.226, -1.808)
Cl (2.369, 0.358, -1.920)
C (-0.742, -0.290, 0.481)
P (-1.685, -1.704, -0.657)
Cl (-0.381, -1.112, 1.965)
Cl (-1.756, 1.126, 0.752)
H (0.669, 2.055, 0.391)
H (1.295, 0.829, 1.682)
H (2.235, 1.253, 0.461)
H (-2.335, -0.565, -1.269)
H (-2.672, -1.735, 0.453)

Results
Total charge = 0
Structure (SMILES) = CN(C(=O)Cl)C(P)(Cl)Cl
LUMO level = 0.525 eV
Energy above the lowest of the compared OMol25 structures with the same formula, charge and spin = 30.05 kJ/mol

=====

No. 6
Entry from OMol25: C3H5ClN2 in the gas phase (ωB97M-V with the def2-TZVPD basis set).

Cartesian coordinates (Å):
H (-2.918, 0.726, 0.087)
N (-2.736, -0.259, -0.133)
C (-1.473, -0.509, -0.082)
N (-0.425, 0.305, 0.224)
C (0.861, -0.235, 0.188)
C (1.976, 0.469, -0.021)
Cl (3.532, -0.316, -0.056)
H (-1.205, -1.586, -0.249)
H (-0.418, 1.226, -0.221)
H (0.881, -1.339, 0.539)
H (1.924, 1.516, -0.277)

Results
Total charge = 0
Structure (SMILES) = [H]/N=C\N/C=C/Cl
LUMO level = 0.897 eV
Energy above the lowest of the compared OMol25 structures with the same formula, charge and spin = 58.65 kJ/mol